ORCA calculation (ωB97M-V/def2-TZVPD) on a structure of composition C13H25N3S.

Geometry (Å):
C -3.2187 -2.6116 0.4431
C -3.9621 -1.6902 0.7543
C -3.6410 -0.1393 0.9274
N -2.3450 0.0484 0.8058
C -1.8790 0.7882 -0.2045
N -0.6268 1.1066 -0.0225
H -0.3774 1.6755 -0.6608
C 0.4453 0.4482 0.4636
C 1.6968 1.2874 0.5232
H 1.7495 1.9125 1.4478
H 1.7565 2.0614 -0.2726
C 2.9176 0.5001 0.6241
N 3.1021 -0.8080 -0.4167
H 3.8609 -0.3757 -0.9134
C 1.8714 -1.0309 -1.1582
C 0.6085 -0.9793 0.0417
H -0.1847 -1.3716 -0.5918
H 0.7877 -1.7588 0.7686
C 1.7455 -0.0772 -2.3682
H 2.4411 -0.2769 -2.8780
H 1.5083 0.8728 -2.1856
H 0.6103 -0.4131 -2.6432
C 2.0757 -2.3645 -1.3995
H 2.2225 -3.0442 -0.4102
H 1.1939 -2.6869 -2.2017
H 3.0113 -2.5366 -2.1429
C 4.2506 1.1378 0.5811
H 4.2708 1.9845 -0.4158
H 4.1606 2.0455 1.4727
H 5.1898 0.7029 0.7396
C 3.1013 -0.1686 2.0523
H 3.9708 -0.8915 2.0405
H 2.2804 -0.9087 2.2702
H 3.0699 0.3342 2.8756
H 0.1103 0.1969 1.6258
S -2.8265 2.0314 -1.0534
H -1.7432 -0.4242 1.2572
H -4.1698 0.1089 2.2056
H -4.3408 0.4098 0.2120
H -5.2618 -1.8038 1.0642
H -3.4945 -3.7127 0.3926
H -2.3791 -2.3219 0.3651

Atoms 1-2, force components in eV/Å:
-6.538 -9.719 -0.258
-10.381 7.022 3.528

HOMO = -8.11 eV
E = -1072.326617 hartree
Spin multiplicity = 1



ORCA calculation (ωB97M-V/def2-TZVPD) on a cluster of 3 separate species, C13H25NO11S2 in total.

Geometry (Å):
C 1.5588 2.5547 0.5299
C 1.2833 3.7263 -0.4575
O 0.9654 4.9771 0.1591
C -0.2625 4.9420 0.8468
C -1.5439 5.0137 -0.0724
O -1.4272 4.9051 -1.4950
C -2.5948 4.2648 -1.8592
O -2.8837 3.8062 -2.8871
O -3.5365 4.1129 -0.8010
C -2.6987 4.0661 0.3548
O -2.2651 2.6779 0.4560
C -3.3283 2.0141 0.9236
N -4.1013 1.3818 1.4475
H 1.7756 1.6303 -0.0822
H 2.4141 2.7267 1.2169
H 0.6332 2.2998 1.1017
H 2.2296 3.8969 -1.0245
H 0.5413 3.3830 -1.2139
H -0.2853 5.8535 1.4884
H -0.3857 4.0798 1.5393
H -1.9763 6.0215 0.1421
H -3.1658 4.4693 1.2733
C 4.8257 -3.4571 0.9907
C 5.4554 -2.4021 0.1000
O 4.8265 -2.3374 -1.1891
S 3.3734 -1.6694 -1.2900
C 3.2850 -1.5897 -3.0506
O 3.4292 -0.3397 -0.7610
O 2.3927 -2.6085 -0.8363
H 3.7958 -3.2007 1.2392
H 5.3811 -3.5521 1.9250
H 4.8062 -4.4239 0.4858
H 5.4409 -1.4201 0.5792
H 6.5000 -2.6586 -0.0764
H 4.0455 -0.9014 -3.4132
H 2.2924 -1.2260 -3.3115
H 3.4342 -2.5877 -3.4568
C -5.1584 -3.3456 0.9316
C -4.0765 -2.3178 1.2074
O -2.7774 -2.9196 1.3266
S -2.0567 -3.4376 -0.0094
C -0.4681 -3.7431 0.6956
O -1.9587 -2.3500 -0.9365
O -2.6300 -4.6947 -0.3878
H -5.0202 -3.8129 -0.0435
H -6.1439 -2.8772 0.9411
H -5.1324 -4.1406 1.6784
H -4.0657 -1.5397 0.4408
H -4.2809 -1.8280 2.1593
H -0.0360 -2.7982 1.0179
H 0.1528 -4.1949 -0.0758
H -0.5783 -4.4291 1.5329

Atoms 1-2, force components in eV/Å:
-0.562 -0.545 -0.482
1.339 -1.091 -0.298

HOMO = -10.42 eV
Energy above the lowest of the compared OMol25 structures with the same formula, charge and spin = 1.3946 eV
E = -2189.016114 hartree
SMILES = CCOC[C@H]1OC(=O)O[C@H]1OC#N.CCOS(C)(=O)=O.CCOS(C)(=O)=O
Spin multiplicity = 1



no.,Kohn-Sham gap (eV)
1,8.6
2,10.8